Density functional theory data (ωB97M-V with the def2-TZVPD basis set) for a 19-piece molecular cluster, C58H164N10O28 overall at a distorted geometry.

Each line ends with the Löwdin charge.
Cartesian coordinates (Å):
C  -1.7161  4.5889  4.6255  -0.06
C  -2.1167  6.0642  4.5620  -0.39
C  -1.0947  6.9228  3.8126  -0.19
O  0.2468  6.7399  4.3006  -0.23
C  0.6814  7.6510  5.3469  -0.07
N  -3.4782  6.2721  3.9053  0.07
H  -0.7723  4.4061  5.1405  0.07
H  -1.5619  4.2108  3.5875  0.08
H  -2.4815  4.0173  5.1245  0.06
H  -2.0914  6.4088  5.5773  0.12
H  -1.3825  7.9735  3.9673  0.13
H  -1.1081  6.5763  2.8085  0.10
H  1.6032  7.2813  5.7849  0.08
H  -0.0780  7.6512  6.1333  0.08
H  0.8777  8.6187  4.8839  0.09
H  -4.0568  5.6723  4.5046  0.06
H  -3.5263  6.0193  2.9355  0.02
C  1.8043  1.4591  -7.3043  -0.05
C  2.5012  2.5310  -6.3911  -0.36
C  2.4216  1.9186  -4.9465  -0.20
O  1.0477  2.0748  -4.6447  -0.20
C  0.5951  1.4472  -3.4527  -0.09
N  3.8451  2.8869  -6.8826  0.06
H  1.5366  1.7524  -8.3340  0.08
H  0.8922  1.1557  -6.7884  0.06
H  2.3887  0.5294  -7.3583  0.07
H  1.8749  3.4344  -6.3272  0.13
H  2.9994  2.4279  -4.1769  0.11
H  2.7921  0.8996  -4.8929  0.09
H  0.6227  0.3436  -3.5249  0.07
H  -0.4396  1.7006  -3.2502  0.06
H  1.1735  1.7323  -2.5132  0.09
H  4.1215  2.1919  -7.5467  0.06
H  4.4267  3.2142  -6.1804  0.03
C  -4.0575  -5.7035  -3.2556  -0.05
C  -3.8501  -6.7127  -2.0854  -0.37
C  -3.4799  -6.0117  -0.7175  -0.15
O  -2.1578  -5.3775  -0.8156  -0.24
C  -1.9942  -4.3656  0.2143  -0.08
N  -5.1185  -7.5056  -1.8369  0.03
H  -3.3700  -4.8627  -3.1349  0.04
H  -5.0886  -5.3140  -3.1331  0.08
H  -4.0847  -6.1926  -4.2199  0.07
H  -3.0371  -7.3650  -2.3174  0.11
H  -3.4917  -6.7720  0.0755  0.12
H  -4.2205  -5.2712  -0.4141  0.12
H  -0.9667  -3.9621  0.1532  0.09
H  -2.2625  -4.7547  1.2047  0.08
H  -2.7096  -3.5349  0.0461  0.07
H  -4.9418  -8.3679  -1.3217  0.07
H  -5.3910  -7.7988  -2.7522  0.05
C  6.2467  -0.5101  -5.8139  -0.06
C  6.0784  0.6904  -4.9213  -0.48
C  6.0615  0.3630  -3.4244  -0.21
O  4.8889  -0.3412  -3.0822  -0.21
C  4.9206  -0.6677  -1.6568  -0.06
N  7.1696  1.6111  -5.1877  0.04
H  7.3104  -0.7029  -5.7744  0.08
H  5.9596  -0.1307  -6.8101  0.08
H  5.8067  -1.5023  -5.6612  0.07
H  5.0907  1.0960  -5.1551  0.10
H  6.3947  1.3143  -2.8574  0.14
H  6.8807  -0.3448  -3.3045  0.12
H  4.9297  0.2307  -1.0596  0.05
H  5.8331  -1.2879  -1.4971  0.10
H  3.9634  -1.2007  -1.4211  0.08
H  7.2397  1.7316  -6.2081  0.08
H  6.9236  2.5744  -4.8383  0.09
C  -4.8989  0.7796  8.6608  -0.06
C  -4.7857  2.0218  7.8250  -0.47
C  -5.4019  1.8250  6.4850  -0.22
O  -5.3710  3.0079  5.6921  -0.20
C  -6.4152  3.0727  4.7334  -0.11
N  -5.4846  3.1565  8.4582  0.04
H  -4.0727  0.6206  9.3623  0.08
H  -4.9027  -0.1298  8.0574  0.07
H  -5.9120  0.8149  9.1237  0.10
H  -3.7502  2.3416  7.6829  0.12
H  -6.5012  1.6411  6.5993  0.14
H  -4.9350  0.9832  5.9979  0.10
H  -6.0154  2.6250  3.7761  0.10
H  -6.5913  4.0825  4.5032  0.06
H  -7.4066  2.6710  4.9634  0.09
H  -5.2753  3.9693  7.8638  0.08
H  -5.1483  3.3977  9.3733  0.06
C  -1.0361  3.7347  0.0326  -0.02
C  -2.1266  4.3400  -0.8673  -0.42
C  -2.8610  5.4293  -0.0424  -0.17
O  -3.3889  5.0085  1.2093  -0.25
C  -4.4298  4.0539  1.2224  -0.08
N  -1.5266  4.7755  -2.1404  0.07
H  -0.3300  4.6083  0.1173  0.10
H  -0.5921  2.8910  -0.4407  0.05
H  -1.4348  3.5759  1.0407  0.08
H  -2.8190  3.5684  -1.1573  0.10
H  -3.7178  5.8383  -0.6182  0.13
H  -2.0880  6.1509  0.1706  0.12
H  -4.9950  4.1598  0.3089  0.09
H  -5.0233  4.2738  2.1474  0.09
H  -4.1609  2.9789  1.3299  0.09
H  -2.1646  5.5218  -2.4436  0.10
H  -0.5862  5.0314  -2.0171  0.06
C  4.6068  1.8299  4.3900  -0.05
C  3.1123  1.5405  4.1950  -0.38
C  2.2915  2.8758  4.0415  -0.16
O  3.0049  3.5514  3.0132  -0.24
C  2.6511  4.9482  2.9339  -0.07
N  2.7234  0.6453  3.1130  0.06
H  5.0435  2.3232  3.5521  0.06
H  5.1800  1.0059  4.8555  0.08
H  4.5821  2.5703  5.1884  0.08
H  2.8478  0.9793  5.1428  0.15
H  2.3818  3.4341  4.9361  0.10
H  1.2392  2.8194  3.7314  0.12
H  2.8713  5.4803  3.8782  0.09
H  1.6322  5.0671  2.6667  0.06
H  3.2820  5.5027  2.1967  0.10
H  3.3624  0.8585  2.3142  0.07
H  2.8560  -0.3271  3.3428  0.05
C  -3.4754  0.3499  -0.2504  -0.04
C  -2.9906  -0.8634  -1.0395  -0.43
C  -4.1258  -1.7376  -1.5503  -0.17
O  -4.9909  -0.9071  -2.3912  -0.21
C  -5.8634  -1.6927  -3.2172  -0.10
N  -2.0965  -0.4006  -2.1049  0.10
H  -2.5942  0.7568  0.2453  0.05
H  -4.1718  0.0426  0.6640  0.11
H  -4.0911  1.0479  -0.8264  0.08
H  -2.4080  -1.4799  -0.3729  0.10
H  -4.7083  -2.0586  -0.6540  0.12
H  -3.7981  -2.6331  -2.1203  0.11
H  -6.4365  -2.4313  -2.6439  0.08
H  -5.3341  -2.2287  -4.0444  0.09
H  -6.6236  -1.0302  -3.7087  0.10
H  -1.7572  -1.2639  -2.5086  0.07
H  -2.5217  0.2207  -2.7888  0.06
C  2.7950  -2.0478  -5.2432  -0.06
C  2.8622  -2.8476  -3.9998  -0.38
C  1.8933  -4.0232  -3.9023  -0.18
O  0.5783  -3.4720  -3.8208  -0.23
C  -0.3505  -4.4660  -3.4093  -0.07
N  4.2640  -3.4697  -3.8213  0.06
H  1.8563  -1.4556  -5.3677  0.08
H  2.9714  -2.6963  -6.1381  0.10
H  3.5937  -1.2589  -5.2518  0.06
H  2.7150  -2.2351  -3.1275  0.12
H  2.1083  -4.6439  -2.9841  0.13
H  1.9949  -4.6792  -4.7944  0.14
H  -0.0641  -5.4761  -3.7807  0.11
H  -1.3282  -4.2385  -3.8285  0.07
H  -0.4166  -4.4607  -2.3033  0.09
H  4.5489  -3.8551  -4.7321  0.09
H  4.8820  -2.6946  -3.5815  0.06
C  3.2657  4.0307  -1.3045  -0.05
C  4.2082  2.9369  -0.9883  -0.42
C  5.6788  3.3038  -0.9639  -0.24
O  6.0820  3.9326  -2.1674  -0.21
C  7.1384  4.9279  -1.9671  -0.08
N  4.0108  2.3562  0.3792  0.08
H  3.4622  4.4390  -2.2800  0.08
H  3.2902  4.7216  -0.5337  0.05
H  2.2550  3.6042  -1.3717  0.07
H  4.0550  2.1532  -1.7709  0.13
H  6.2466  2.3880  -0.7853  0.11
H  5.8649  3.9399  -0.1044  0.12
H  8.0469  4.4291  -1.5495  0.09
H  6.8423  5.7578  -1.2906  0.09
H  7.3787  5.3189  -2.9666  0.08
H  3.4855  1.4842  0.2606  0.05
H  3.5876  2.9928  1.0360  0.04
C  4.8342  -4.7424  -0.5050  -0.24
C  3.4155  -5.0095  -0.0797  -0.26
O  3.2191  -6.3790  0.0011  -0.04
O  5.0491  -5.4128  -1.7346  -0.08
H  5.4801  -5.3242  0.2107  0.14
H  5.1168  -3.6874  -0.5141  0.10
H  2.7573  -4.5727  -0.7966  0.10
H  3.1744  -4.5860  0.8886  0.10
H  3.5704  -6.7351  -0.7949  0.08
H  4.6756  -4.8462  -2.4274  0.03
C  -4.9472  2.7092  -4.5838  -0.24
C  -3.9926  3.5585  -3.8150  -0.25
O  -2.8756  2.7027  -3.5707  -0.10
O  -5.3859  1.7130  -3.6480  -0.09
H  -4.5455  2.2764  -5.5273  0.12
H  -5.7790  3.3604  -4.8089  0.11
H  -4.5163  3.9234  -2.9141  0.12
H  -3.6713  4.4554  -4.3262  0.11
H  -2.2479  3.2613  -3.1038  0.02
H  -4.6891  1.0231  -3.4919  0.07
C  -2.3706  -0.4089  -6.4375  -0.27
C  -1.7490  -1.6911  -5.8737  -0.21
O  -0.6181  -1.2796  -5.0425  -0.12
O  -2.8047  0.4280  -5.4384  -0.07
H  -3.2787  -0.6626  -7.0467  0.14
H  -1.5714  0.0628  -7.0350  0.12
H  -1.5286  -2.4055  -6.7643  0.14
H  -2.4321  -2.1249  -5.1605  0.09
H  -0.2580  -2.0272  -4.5132  0.04
H  -2.0724  0.8910  -4.9860  0.08
C  -4.3562  -3.2169  3.2440  -0.23
C  -4.7832  -1.8445  2.6555  -0.21
O  -6.1769  -1.5521  2.9153  -0.05
O  -5.0888  -4.3423  2.7479  -0.07
H  -4.4503  -3.1350  4.4017  0.14
H  -3.3128  -3.4838  3.1063  0.08
H  -4.7318  -1.9578  1.6046  0.07
H  -4.0597  -1.0838  2.9006  0.10
H  -6.2417  -1.2040  3.7895  0.06
H  -6.0074  -4.0630  2.7675  0.07
C  -1.8470  0.3041  5.7900  -0.21
C  -1.8897  0.9708  4.3972  -0.23
O  -1.7039  -0.0357  3.4466  -0.11
O  -2.8861  -0.6442  5.7653  -0.08
H  -2.1392  0.9899  6.6146  0.12
H  -0.8743  -0.1492  5.8923  0.11
H  -1.1617  1.8151  4.2762  0.11
H  -2.9029  1.3966  4.2997  0.12
H  -1.0262  0.2969  2.7982  0.06
H  -2.6093  -1.4041  5.2454  0.07
C  5.5816  -1.3408  2.2102  -0.22
C  4.6392  -2.5780  2.1796  -0.19
O  3.4056  -2.2978  2.8701  -0.10
O  6.8302  -1.5216  1.5556  -0.04
H  5.7091  -1.0532  3.2769  0.12
H  5.0880  -0.5087  1.7468  0.09
H  5.1274  -3.3832  2.7265  0.13
H  4.5602  -2.9760  1.1803  0.07
H  3.0091  -3.1321  3.0958  0.00
H  7.4183  -2.0822  2.0274  0.07
C  1.1031  -3.8443  4.0128  -0.19
C  0.3394  -3.0298  2.9825  -0.21
O  -0.9993  -2.7243  3.4024  -0.09
O  2.1415  -4.5066  3.2970  -0.11
H  0.3809  -4.5694  4.4137  0.13
H  1.4774  -3.2128  4.8117  0.12
H  0.1503  -3.7112  2.1418  0.11
H  0.7952  -2.0917  2.6831  0.10
H  -1.1101  -1.7702  3.5216  0.03
H  2.0362  -5.4662  3.1281  0.10
C  -0.5314  -8.3615  0.8858  -0.26
C  -0.1480  -7.2569  1.9219  -0.22
O  1.2362  -7.0681  2.1348  -0.09
O  -0.3868  -7.8803  -0.3979  -0.05
H  -1.5538  -8.7882  1.0657  0.12
H  0.1062  -9.2369  1.1104  0.13
H  -0.4462  -7.6419  2.8465  0.10
H  -0.6893  -6.3354  1.6867  0.10
H  1.7215  -6.9699  1.2475  0.10
H  -1.0041  -7.1392  -0.4361  0.05
C  0.4695  0.5245  0.2476  -0.22
C  0.9686  -0.8198  -0.2052  -0.25
O  2.2437  -1.1319  0.2538  -0.04
O  0.2410  0.6373  1.6615  -0.11
H  -0.4926  0.7679  -0.1775  0.08
H  1.1745  1.2702  -0.1219  0.10
H  0.9767  -0.8017  -1.2827  0.10
H  0.1293  -1.4885  -0.0640  0.11
H  2.1585  -1.5156  1.1243  0.04
H  1.0742  0.7707  2.1794  0.05

Atomic forces in eV per Å
0.57 0.09 -1.23
-0.13 -0.30 -1.47
0.27 0.15 1.97
0.36 0.07 0.33
-0.94 -0.92 -1.04
1.19 0.11 2.98
0.06 0.27 0.15
-0.33 0.04 0.56
-0.41 -0.32 0.06
-0.75 0.48 0.68
-0.03 -0.17 -0.64
0.16 0.18 -1.21
0.10 -0.25 -0.18
0.08 0.51 0.01
-0.23 0.25 0.35
-0.33 0.33 -0.93
0.32 -0.56 -0.26
0.10 0.32 0.32
-0.07 -0.84 0.13
-0.32 0.86 -0.58
-0.49 -0.45 0.98
0.85 -0.46 0.80
-3.13 -0.63 -1.16
0.29 0.24 0.49
-0.11 0.16 -0.15
0.27 0.30 -0.01
0.11 -0.25 -0.18
0.37 0.62 -0.02
-0.31 -0.58 -0.25
0.15 0.35 -0.12
-0.17 0.29 -0.29
-0.27 -0.06 -1.12
1.02 -0.08 0.20
1.67 0.23 1.08
-1.34 -0.29 1.77
-0.81 0.85 1.29
0.44 -0.09 -1.06
-0.93 -0.12 0.84
-0.65 0.01 -0.68
1.21 0.88 -0.06
0.07 -0.29 -0.48
0.45 0.09 0.05
0.61 -0.01 -0.28
0.78 -0.52 -0.23
0.25 0.02 -0.05
-0.13 0.17 -0.27
-0.47 -0.42 0.13
0.45 -0.08 -0.06
0.34 -0.35 -0.10
0.22 0.32 -0.02
-0.58 -0.33 -0.57
0.74 -0.02 -0.94
-1.66 -0.27 1.19
1.63 0.38 -0.62
-0.27 0.79 1.38
-0.55 -0.95 -1.33
-0.28 1.66 -0.39
0.54 -0.16 -0.48
0.30 -0.63 0.02
-0.58 0.68 0.51
-0.11 0.38 0.06
-1.30 -1.32 -0.33
0.56 -0.04 0.38
0.31 0.34 0.25
-0.67 0.32 0.35
1.02 0.23 -0.21
0.13 -0.12 0.54
0.32 -1.36 -0.25
-0.76 -0.77 0.17
0.41 1.40 0.54
-2.01 0.14 -0.53
-0.24 0.07 0.32
1.36 -1.02 -1.47
-0.20 0.56 -0.88
-0.43 0.40 0.21
0.10 0.06 -0.29
0.86 -0.10 0.19
0.39 -0.45 -0.16
0.79 -0.48 0.36
0.26 -0.36 -0.48
-0.73 0.04 0.76
-0.04 1.59 -0.15
0.40 -0.48 0.58
-0.39 -0.33 0.38
0.33 -0.25 0.39
-0.49 2.46 -0.01
0.26 -1.01 0.99
-0.59 -0.85 -0.80
1.04 -0.25 0.11
-0.41 -0.19 0.90
-2.74 0.00 0.58
0.03 -1.06 0.14
0.48 -0.63 -0.03
0.20 -0.46 -0.29
-0.64 -0.48 0.23
0.56 0.18 -0.03
-0.11 0.75 0.23
-0.66 -0.02 -0.18
0.19 -0.03 -0.99
0.57 0.64 -0.28
1.12 0.00 -0.49
1.20 0.93 -0.02
-0.84 0.21 1.33
-1.33 -0.74 1.39
1.50 -1.02 -1.01
-0.09 1.54 -0.40
1.73 0.08 0.18
0.85 0.69 -1.53
0.58 -0.12 -0.72
-0.31 0.10 -0.88
0.32 0.35 0.15
-0.33 0.92 -0.80
-0.08 0.73 1.19
0.10 -0.60 0.29
-0.37 -0.44 -0.08
-1.12 0.17 -0.12
-0.34 -0.96 0.20
-0.76 -0.45 0.66
0.29 -0.29 0.04
-1.60 -1.10 2.39
-0.66 0.93 -0.81
-1.34 0.71 -0.10
0.28 -1.33 -0.01
-0.39 0.42 -0.62
0.42 -0.56 0.85
-0.13 0.63 -0.27
1.31 0.37 -1.92
0.54 0.05 -0.12
0.37 -0.25 0.34
0.12 -0.13 -0.62
0.06 0.44 0.25
0.22 0.03 0.17
-0.03 0.36 0.67
0.90 -0.25 0.58
0.27 0.42 -0.87
-0.17 -0.42 0.06
0.09 1.50 -1.55
1.77 -1.90 0.82
0.13 0.26 0.30
0.18 -0.78 -0.17
0.00 -0.36 0.41
-1.26 0.45 -0.26
0.40 -0.79 0.04
-0.31 0.47 0.53
-0.52 -0.83 0.15
-0.12 0.39 0.41
-0.15 0.65 -0.82
-0.17 0.21 0.35
-0.11 0.59 0.31
-0.05 0.17 0.01
-0.02 -0.28 -0.56
0.03 0.33 0.53
0.04 -0.15 -0.31
-1.04 -1.28 -1.28
0.75 -1.58 0.54
0.08 0.15 -0.46
0.92 1.27 0.20
-0.19 -1.11 -0.15
-0.04 -1.06 -1.54
0.29 0.56 -0.28
-0.05 1.86 1.32
0.05 0.14 0.20
0.21 0.20 0.68
0.15 -0.08 -0.05
-0.01 0.39 0.25
-0.58 0.37 -0.24
-0.10 -0.54 -0.36
-0.11 -0.08 0.42
-0.07 0.61 0.53
-0.38 -0.04 0.11
0.92 -1.46 0.82
0.39 0.88 0.55
-0.95 -0.65 1.32
0.05 0.15 -0.07
-0.35 0.92 -0.37
-0.02 -0.05 -0.22
-0.78 0.52 -0.72
0.01 0.11 0.22
0.54 -0.74 -1.19
-0.02 0.24 -0.53
-0.19 -0.42 0.49
0.67 -0.39 -0.30
-0.31 0.28 0.36
0.18 -0.78 -0.51
-0.03 0.28 0.76
-0.70 -0.19 -0.23
0.26 -0.47 0.15
0.18 0.30 -0.61
0.78 0.22 0.18
-0.78 0.98 -0.43
0.56 -1.16 -0.64
0.80 -0.02 -0.17
-0.30 -0.41 -0.92
-0.31 1.21 1.28
0.97 0.17 0.26
-0.44 -0.01 -0.24
0.07 0.97 1.62
-0.70 -0.56 -0.15
-0.28 0.28 -0.67
-0.40 -0.35 -0.44
-0.34 0.29 2.10
-0.39 -1.80 0.24
1.13 -0.42 -0.80
0.14 0.91 0.10
-0.14 -0.22 -1.53
0.20 0.49 -0.38
-0.04 -0.04 -1.27
-0.01 0.53 0.61
-0.11 0.38 1.04
-0.34 -0.13 -0.06
-0.92 1.08 -0.98
-0.16 1.29 1.25
0.94 0.06 -1.03
-0.39 -0.83 0.55
0.70 -0.21 -0.55
0.46 -0.20 0.55
-0.39 -0.74 0.15
0.21 0.02 -0.11
-0.53 -0.48 0.06
0.03 -0.06 -0.10
-0.32 -0.71 1.19
0.91 0.17 1.10
1.20 1.70 -1.24
-1.24 0.73 -0.92
0.07 -0.16 -0.48
-0.13 0.46 -0.53
0.29 -0.16 0.21
-0.65 0.44 -0.41
-0.19 -1.19 0.03
0.48 -0.76 0.85
-1.08 -0.70 -0.74
-1.89 -0.23 -0.23
0.21 -0.19 0.52
0.73 -0.26 0.46
0.27 0.18 0.13
0.40 -0.13 0.18
0.73 0.29 -0.18
0.52 -0.09 -0.16
-0.02 0.20 -0.07
-0.60 0.48 0.18
0.15 -0.31 2.01
-0.22 -1.08 -0.97
1.29 0.45 -2.19
0.09 -0.04 -0.95
0.39 0.76 0.08
0.18 0.45 -0.61
-1.02 -0.27 1.64
0.14 0.12 0.01
-0.77 -0.12 1.46
0.05 0.36 -0.55
0.13 0.57 0.55
-1.39 0.88 -0.88
0.12 -0.36 0.02
0.42 -0.01 0.10
-0.19 -0.29 -0.56
0.17 0.37 0.35
0.41 0.30 -0.69
0.19 -1.14 0.93
0.33 -0.26 0.71
0.10 -0.21 -0.27

Calculated values
LUMO energy	0.501	eV
ΔE to the lowest compared entry with this formula, charge and spin	0.0	kcal per mole
energy	-135026.3693	eV
frontier orbital gap	0.3446	Ha